Entry 1:
{"formula": "C9H14O", "method": "ωB97M-V/def2-TZVPD", "largest_force_ev_per_a": 2.523, "molar_mass_g_mol": 138.21, "e_lumo_ev": 0.85, "e_above_lowest_kj_mol": 87.5, "symbols": ["C", "C", "C", "C", "C", "O", "C", "C", "H", "H", "H", "H", "H", "H", "H", "H", "C", "C", "H", "H", "H", "H", "H", "H"], "positions_angstrom": [[2.56784, 0.44123, -1.91280], [1.36937, 0.64172, -0.98175], [0.20741, -0.05970, -1.18613], [-0.98214, 0.35840, -0.53342], [-0.83736, 1.28742, 0.46604], [-1.89941, 1.68049, 1.23552], [0.38683, 1.94077, 0.76036], [1.49862, 1.56692, 0.06435], [2.79025, 1.39549, -2.39184], [2.43040, -0.35760, -2.63373], [3.44032, 0.22226, -1.30131], [0.16612, -0.60684, -2.12182], [-1.92226, -0.05492, -0.86711], [-2.78717, 1.57169, 0.84264], [0.28514, 2.81366, 1.38624], [2.44479, 2.08230, 0.18223], [-0.73616, -2.75520, 1.50714], [-1.18295, -3.55388, 0.32177], [0.15936, -3.15619, 2.01152], [-0.28673, -1.81979, 1.15259], [-1.41508, -2.64983, 2.34265], [-0.70983, -4.52776, 0.19120], [-2.26319, -3.77246, 0.43472], [-1.24192, -3.07112, -0.65089]], "forces_ev_per_angstrom": [[-0.23, 0.38, 1.06], [1.49, -0.80, -0.09], [-1.03, 1.69, -0.84], [1.59, -0.84, -0.36], [-0.57, 0.44, 0.22], [-0.76, 0.56, 0.35], [-1.46, -0.50, -0.31], [-0.02, 0.22, -0.70], [-0.06, -0.13, -0.34], [-0.09, 0.06, -0.12], [0.21, -0.21, -0.05], [-0.23, -0.51, 0.31], [-0.23, 0.00, 0.38], [0.98, -0.24, -0.07], [0.44, -0.15, 0.45], [-0.04, 0.05, 0.11], [2.43, 0.58, 0.33], [-2.18, -1.14, -0.33], [-0.23, -0.52, -0.32], [-0.77, 0.35, 0.38], [-0.57, 0.38, -0.31], [0.18, 0.14, 0.06], [0.35, -0.27, 0.19], [0.80, 0.48, 0.03]], "nbo_charge": [-0.6236, -0.0319, -0.2050, -0.2884, 0.2971, -0.6947, -0.2466, -0.1992, 0.2148, 0.2146, 0.2138, 0.2082, 0.2164, 0.4850, 0.2288, 0.2112, -0.6360, -0.6244, 0.2061, 0.2231, 0.2124, 0.2089, 0.2023, 0.2071]}

Entry 2:
{"formula": "C30H30AsBaF6N2O5P2", "method": "ωB97M-V/def2-TZVPD", "largest_force_ev_per_a": 0.560, "spin_multiplicity": 2, "molar_mass_g_mol": 886.77, "e_lumo_ev": [0.28, -2.53], "e_above_lowest_kj_mol": 52.7, "symbols": ["Ba", "O", "C", "C", "N", "C", "C", "O", "O", "C", "C", "O", "O", "H", "H", "H", "H", "H", "H", "H", "H", "H", "N", "P", "C", "C", "C", "C", "C", "C", "C", "C", "C", "C", "C", "C", "P", "C", "C", "C", "C", "C", "C", "C", "C", "C", "C", "C", "C", "H", "H", "H", "H", "H", "H", "H", "H", "H", "H", "H", "H", "H", "H", "H", "H", "H", "H", "H", "H", "H", "F", "As", "F", "F", "F", "F", "F"], "positions_angstrom": [[0.38816, -0.58216, 2.00965], [-1.27367, -2.45742, 3.75799], [-2.46897, -3.19978, 3.64695], [-3.74241, -2.35900, 3.48359], [-3.74958, -1.55473, 2.27093], [-3.82455, -2.20306, 1.04914], [-2.31357, -2.67767, 0.45193], [-2.37036, -3.73999, -0.11614], [-1.42955, -1.83406, 0.66735], [-3.64739, -0.11878, 2.35186], [-2.42879, 0.37542, 3.21160], [-2.41719, 0.03988, 4.39711], [-1.58769, 1.05776, 2.56832], [-1.34908, -1.83624, 4.49871], [-2.34061, -3.86525, 2.79259], [-2.61978, -3.82568, 4.53225], [-4.58699, -3.05262, 3.43440], [-3.85914, -1.69003, 4.33094], [-4.38121, -3.13295, 1.11534], [-4.18586, -1.55073, 0.25495], [-3.58020, 0.28683, 1.34635], [-4.54387, 0.26371, 2.85298], [0.89743, 0.65086, -1.90622], [2.00490, -0.33221, -1.03906], [3.18488, -0.74817, -2.35911], [4.08159, 0.19801, -2.85624], [4.94456, -0.13759, -3.88711], [4.91896, -1.41888, -4.42449], [4.03290, -2.36497, -3.93169], [3.16867, -2.03137, -2.89804], [2.93590, 0.86087, -0.01358], [3.98892, 0.36200, 0.75792], [4.63720, 1.17407, 1.67158], [4.22552, 2.49011, 1.84250], [3.17159, 2.99057, 1.09309], [2.52509, 2.18065, 0.16579], [-0.59180, 0.98020, -1.14759], [-1.83418, 0.07904, -2.13630], [-1.58542, -1.25039, -2.47613], [-2.56843, -2.01904, -3.07913], [-3.81602, -1.46895, -3.34312], [-4.07625, -0.14910, -3.00140], [-3.09179, 0.62169, -2.39739], [-0.92637, 2.71258, -1.60173], [-0.89700, 3.16077, -2.92247], [-1.11592, 4.49703, -3.21069], [-1.37671, 5.39554, -2.18080], [-1.41852, 4.95693, -0.86716], [-1.19075, 3.61640, -0.57733], [1.02732, 0.73868, -2.90591], [4.10913, 1.19134, -2.42409], [5.64277, 0.59696, -4.26693], [5.59836, -1.68135, -5.22509], [4.02086, -3.36441, -4.34620], [2.48321, -2.77084, -2.50050], [4.29311, -0.67492, 0.65139], [5.43859, 0.77012, 2.27542], [4.71587, 3.11840, 2.57423], [2.84621, 4.01383, 1.23118], [1.71459, 2.58022, -0.43143], [-0.62463, -1.69445, -2.24325], [-2.36750, -3.05358, -3.32364], [-4.58484, -2.06932, -3.81224], [-5.04615, 0.28450, -3.21024], [-3.30085, 1.65198, -2.13539], [-0.71229, 2.45976, -3.72926], [-1.08845, 4.84115, -4.23656], [-1.54966, 6.43972, -2.40758], [-1.62557, 5.65592, -0.06731], [-1.22018, 3.26247, 0.44807], [2.07317, -2.32645, 3.20289], [2.65306, -1.39428, 4.60521], [4.26059, -1.65015, 4.06408], [0.96470, -1.08665, 4.94705], [3.14534, -0.43440, 5.93372], [2.57823, 0.06033, 3.59387], [2.63840, -2.81465, 5.55559]], "forces_ev_per_angstrom": [[-0.18, 0.02, 0.22], [-0.01, 0.18, -0.17], [0.07, -0.04, 0.01], [0.04, -0.02, 0.00], [-0.13, -0.07, -0.02], [-0.05, 0.02, 0.03], [0.11, 0.08, -0.06], [0.02, -0.01, -0.02], [-0.02, -0.03, 0.06], [0.11, 0.18, 0.03], [-0.16, 0.04, -0.03], [0.08, 0.00, -0.04], [0.15, -0.23, -0.02], [-0.01, 0.04, 0.02], [-0.01, 0.00, 0.00], [0.01, -0.01, 0.00], [-0.01, 0.01, -0.01], [-0.01, 0.00, 0.01], [0.02, -0.01, 0.02], [0.01, 0.00, 0.00], [-0.02, -0.04, -0.02], [-0.03, -0.04, -0.02], [-0.05, -0.18, -0.11], [-0.05, -0.03, 0.00], [0.02, 0.07, 0.03], [0.00, -0.03, -0.01], [0.00, 0.00, 0.01], [0.00, 0.01, 0.00], [0.01, -0.01, -0.01], [-0.01, -0.01, 0.01], [-0.03, 0.05, 0.01], [-0.03, -0.03, -0.02], [0.01, 0.02, 0.00], [-0.01, 0.00, -0.01], [0.02, 0.00, 0.01], [0.05, -0.01, -0.03], [0.03, -0.07, 0.16], [-0.01, 0.01, 0.05], [0.00, 0.01, -0.01], [-0.01, 0.00, 0.00], [0.00, 0.01, 0.00], [0.00, -0.01, 0.00], [0.03, 0.00, 0.00], [0.04, -0.04, 0.02], [-0.01, 0.03, 0.01], [0.00, -0.01, 0.00], [0.00, 0.00, 0.00], [0.00, 0.01, -0.01], [0.00, -0.03, 0.02], [0.05, 0.11, 0.01], [0.01, 0.00, 0.00], [0.00, 0.00, 0.00], [0.00, 0.00, 0.00], [-0.01, 0.00, 0.01], [0.00, 0.00, 0.00], [0.01, 0.00, 0.02], [0.00, 0.00, 0.00], [0.00, 0.00, 0.00], [0.00, 0.00, -0.01], [0.00, 0.01, 0.01], [-0.01, -0.01, 0.00], [0.01, 0.00, 0.01], [0.00, 0.00, 0.00], [0.00, 0.00, 0.00], [-0.01, 0.00, 0.00], [0.00, 0.01, 0.00], [0.00, 0.00, 0.00], [0.00, 0.00, 0.00], [0.00, -0.01, 0.00], [0.00, 0.01, 0.01], [0.02, 0.18, -0.18], [0.24, -0.07, 0.50], [0.06, 0.00, 0.02], [-0.16, 0.04, -0.10], [0.02, 0.02, -0.05], [-0.16, -0.08, -0.27], [-0.02, -0.05, -0.07]], "mulliken_charge": [1.9002, -0.3022, -0.8437, -0.8282, 0.3654, -0.9170, 0.5992, -0.6311, -0.3099, -0.1950, 0.3368, -0.6787, -0.6428, 0.3065, 0.4497, 0.3908, 0.4126, 0.4889, 0.2679, 0.4317, 0.1548, 0.3816, 0.0107, 0.4267, -0.0387, -0.3020, -0.6810, -0.4269, -0.6003, -0.3736, -0.0924, -0.3717, -0.6824, -0.4599, -0.7223, -0.1005, 1.1220, 0.3817, -0.5358, -0.3940, -0.5605, -0.6417, -0.6024, -0.1598, -0.5120, -0.7446, -0.4034, -0.6449, -0.1220, 0.3410, 0.3770, 0.3991, 0.3852, 0.3987, 0.3888, 0.4079, 0.4255, 0.3900, 0.4459, 0.3816, 0.2119, 0.4215, 0.3798, 0.3958, 0.4006, 0.3200, 0.4005, 0.3771, 0.4124, 0.4486, -0.5931, 1.9932, -0.4946, -0.4376, -0.4879, -0.5148, -0.4800]}